Density functional theory data (ωB97M-V/def2-TZVPD) for a cluster of 2 separate species, C5H9NO in total at a distorted geometry.

## Properties
Relative energy (zero: lowest compared OMol25 entry of this formula, charge and spin), eV: 2.771
LUMO, eV: 0.7
Net charge: 0
Molecular weight, Da: 99.1
Frontier orbital gap, eV: 9.95

The geometry in XYZ format:
```
16
Properties=species:S:1:pos:R:3:forces:R:3
O 0.4477 0.8903 -2.2023 -0.101 0.154 -0.008
N 1.3121 -0.9224 2.6635 0.216 0.251 1.164
C -1.9163 0.1360 -0.2987 -0.097 -0.045 -0.126
C 1.4726 -0.6835 -0.8484 -0.080 0.038 -0.059
C 1.5075 -0.6391 3.7841 -0.194 -0.254 -0.941
C 0.5263 0.2414 -1.0041 0.059 -0.245 0.174
C -0.5073 0.6441 0.0137 0.030 0.044 0.090
H 1.5570 -1.2917 0.0427 -0.028 0.124 -0.225
H -0.5170 1.7396 0.0686 0.031 -0.027 -0.020
H -1.9668 -0.9492 -0.1864 0.005 0.074 -0.036
H 1.1949 -1.1314 1.6953 0.024 0.005 0.048
H -0.2118 0.3089 1.0083 0.006 0.023 -0.102
H -2.6522 0.5837 0.3759 0.127 -0.058 -0.079
H -0.2178 1.5865 -2.1477 0.091 -0.071 -0.031
H 2.1834 -0.8888 -1.6394 -0.102 0.004 0.035
H -2.2122 0.3755 -1.3252 0.014 -0.017 0.117
```
Forces are in eV/Å.

Atom charges from the natural (NBO) analysis, given in e for atoms 1 to 5: number 1, O, carries -0.6736; number 2, N, carries -0.7499; number 3, C, carries -0.6009; number 4, C, carries -0.5062; number 5, C, carries 0.3034

---

Density functional theory data (ωB97M-V/def2-TZVPD) for an isolated molecule of C5H9NO at a distorted geometry.

## Properties
Relative energy (zero: lowest compared OMol25 entry of this formula, charge and spin), eV: 1.871
LUMO, eV: 1.0
SMILES: O=C1CCCCN1
Net charge: 0
Molecular weight, Da: 99.1
Frontier orbital gap, eV: 10.58

The geometry in XYZ format:
```
16
Properties=species:S:1:pos:R:3:forces:R:3
O -1.0224 -1.1893 -1.4725 -0.225 0.497 -1.358
N -1.6476 0.3557 0.0800 1.043 -1.474 1.013
C 0.3105 0.7990 -1.2361 0.146 -0.038 -0.296
C 1.1120 0.7770 0.0891 -0.034 0.109 0.033
C 0.8489 -0.5679 0.7511 -0.321 0.225 -0.003
C -0.8992 -0.0702 -1.0172 0.480 -0.576 -0.597
C -0.6908 -0.6820 1.0078 -0.701 0.723 0.294
H 0.7465 1.5564 0.7660 0.035 0.023 -0.207
H 0.8637 0.3237 -2.0435 0.209 0.186 -0.048
H -2.5912 -0.0471 -0.0076 0.593 -0.294 0.413
H -0.9577 -0.2351 1.9387 0.188 -0.188 1.007
H 1.3750 -0.6472 1.7141 -0.289 0.039 -0.176
H 0.0400 1.8262 -1.4959 -0.032 -0.181 -0.073
H 2.1762 0.9642 -0.0925 -0.194 -0.069 0.011
H -0.9800 -1.7450 0.9308 -0.396 0.804 -0.166
H 1.2464 -1.3798 0.1179 -0.503 0.215 0.152
```
Forces are in eV/Å.

Atom charges from the natural (NBO) analysis, given in e for atoms 1 to 5: number 1, O, carries -0.6004; number 2, N, carries -0.6790; number 3, C, carries -0.5040; number 4, C, carries -0.3854; number 5, C, carries -0.4308

---

Density functional theory data (ωB97M-V/def2-TZVPD) for a cluster of 2 separate species, C5H9NO in total at a distorted geometry.

## Properties
Relative energy (zero: lowest compared OMol25 entry of this formula, charge and spin), eV: 4.655
LUMO, eV: 0.6
Net charge: 0
Molecular weight, Da: 99.1
Frontier orbital gap, eV: 8.95

The geometry in XYZ format:
```
16
Properties=species:S:1:pos:R:3:forces:R:3
O -0.2446 -2.0358 -0.3788 0.332 -0.423 0.359
N -1.2579 2.1610 0.0145 -0.709 -0.192 0.623
C 1.9612 0.1647 -0.2123 0.019 0.004 -0.143
C -2.0858 1.6796 0.7343 0.727 1.276 -0.288
C -1.8489 -0.4837 -0.2424 0.089 -0.521 -0.390
C 0.6642 -0.0360 0.5726 -0.102 0.025 -0.070
C -0.5133 -0.7251 -0.1155 -0.226 -0.171 0.171
H -2.3561 0.2705 -0.8095 0.099 0.410 0.641
H -0.6390 1.7979 -0.7007 -0.082 0.292 -0.007
H 0.3755 0.8939 1.0602 -0.062 -0.202 -0.176
H 2.7753 0.4400 0.4683 -0.180 -0.047 -0.119
H -2.4643 -1.3490 -0.0378 0.041 -0.457 -0.743
H 1.8583 0.9693 -0.9470 0.028 -0.126 0.016
H 2.2678 -0.7430 -0.7436 -0.046 0.139 0.024
H 0.8736 -0.7347 1.4023 -0.059 0.125 -0.128
H 0.6341 -2.2695 -0.0646 0.133 -0.132 0.230
```
Forces are in eV/Å.

Atom charges from the natural (NBO) analysis, given in e for atoms 1 to 5: number 1, O, carries -0.6679; number 2, N, carries -0.7870; number 3, C, carries -0.6034; number 4, C, carries 0.3091; number 5, C, carries -0.5161

---

Number 1: DFT total energy -8866.4414 eV. Number 2: DFT total energy -8867.3416 eV. Number 3: DFT total energy -8864.5573 eV.